Record 1
The following is a quantum chemistry calculation of a molecular structure, C6H11BrN3O2 in a non-equilibrium geometry, from the Open Molecules 2025 dataset.

Results
LUMO (eV): -4.6
Orbital gap (eV): 8.614
Energy above the lowest of the compared OMol25 structures with the same formula, charge and spin (kcal per mole): 53.2
Net charge: +1

Each line ends with the Löwdin charge.
Element x y z (Å)
C (-0.352, 0.985, 1.209)  -0.322
C (-2.230, -0.204, -0.584)  -0.484
C (1.386, -0.535, 0.181)  -0.484
C (-0.152, 2.523, -0.902)  0.035
C (2.739, -2.402, 0.600)  -0.026
C (1.001, 0.807, 0.554)  -0.036
N (-1.116, 1.040, 2.140)  0.269
N (-2.183, -1.376, -1.127)  0.122
N (-0.189, 1.277, -0.107)  -0.130
O (0.697, -1.127, -0.610)  0.112
O (2.379, -1.049, 0.871)  0.007
Br (-3.978, 0.437, -0.086)  0.786
H (0.421, 2.305, -1.767)  0.085
H (-1.251, 2.657, -1.201)  0.123
H (0.360, 3.308, -0.313)  0.115
H (2.861, -2.515, -0.508)  0.108
H (1.936, -3.104, 0.809)  0.093
H (3.706, -2.613, 1.170)  0.131
H (1.774, 1.456, 0.901)  0.168
H (-2.033, 1.274, 2.179)  0.020
H (-2.961, -2.089, -1.165)  0.165
H (-1.509, -1.636, -1.807)  0.119
H (-1.306, 0.580, -0.436)  0.024

---

Record 2
The following is a quantum chemistry calculation of a gas-phase ion, C4H7Cl3N3 (charge +1) in a non-equilibrium geometry, from the Open Molecules 2025 dataset.

Results
SMILES: CNCN=[N+]=CC(Cl)(Cl)Cl
LUMO (eV): -5.5
Orbital gap (eV): 8.512
Energy above the lowest of the compared OMol25 structures with the same formula, charge and spin (kcal per mole): 40.9
Net charge: +1

Each line ends with the Löwdin charge.
Element x y z (Å)
C (-2.078, 0.961, 0.090)  -0.025
N (-1.058, 0.026, 0.472)  -0.087
C (-1.005, -1.293, 0.483)  -0.198
N (0.023, -1.921, -0.495)  0.222
N (0.810, -1.116, -0.882)  0.032
C (1.266, 0.073, -0.936)  -0.225
C (2.452, 0.440, -0.033)  -1.398
Cl (2.206, -0.390, 1.582)  0.646
Cl (3.933, -0.122, -1.037)  0.596
Cl (2.491, 2.254, 0.102)  0.617
H (-2.985, 0.431, -0.291)  0.125
H (-2.429, 1.313, 1.017)  0.080
H (-1.633, 1.778, -0.359)  0.072
H (-0.293, 0.554, 0.694)  0.050
H (-1.991, -1.749, 0.104)  0.176
H (-0.751, -1.747, 1.440)  0.138
H (1.043, 0.507, -1.951)  0.180

---

Record 3
The following is a quantum chemistry calculation of 2 unconnected molecules or ions with the total composition C2H7N2 in a non-equilibrium geometry, from the Open Molecules 2025 dataset.

Results
LUMO (eV): -9.1
Orbital gap (eV): 5.909
Energy above the lowest of the compared OMol25 structures with the same formula, charge and spin (kcal per mole): 166.5
Net charge: +1

Each line ends with the Löwdin charge.
Element x y z (Å)
C (-0.096, -0.595, -1.309)  -0.142
C (0.831, -0.548, -0.392)  0.243
N (0.585, 0.747, 2.176)  0.149
N (-1.514, -0.333, -1.024)  0.111
H (-0.017, -0.828, -2.325)  0.121
H (1.964, -0.580, -0.777)  0.176
H (1.628, 0.866, 2.200)  0.082
H (0.274, 1.712, 2.187)  0.061
H (0.480, 0.249, 1.274)  -0.048
H (-2.075, -0.775, -0.255)  0.148
H (-2.060, 0.085, -1.755)  0.098

---

Record 4
The following is a quantum chemistry calculation of 8 unconnected molecules or ions with the total composition C31H49O21P in a non-equilibrium geometry, from the Open Molecules 2025 dataset.

Results
SMILES: COCOC(=O)OP(=O)(O)O.O=C1CCCO1.O=C1CCCO1.O=C1CCCO1.O=C1CCCO1.O=C1CCCO1.O=C1CCCO1.O=C1CCCO1
LUMO (eV): 0.1
Orbital gap (eV): 9.922

Each line ends with the Löwdin charge.
Element x y z (Å)
C (3.154, -3.824, -1.287)  -0.074
O (2.830, -2.544, -0.728)  -0.141
C (2.911, -1.530, -1.683)  -0.215
O (2.132, -0.379, -1.321)  0.056
C (1.089, -0.651, -0.479)  -0.586
O (1.255, -0.563, 0.667)  0.211
O (-0.188, -0.954, -0.941)  -0.027
P (-0.427, -2.520, -1.478)  0.440
O (-1.869, -2.648, -1.696)  -0.258
O (-0.003, -3.653, -0.422)  -0.068
O (0.299, -2.685, -2.904)  -0.112
H (4.214, -4.088, -1.133)  0.091
H (2.505, -4.593, -0.837)  0.099
H (2.965, -3.884, -2.373)  0.083
H (2.603, -1.851, -2.694)  0.114
H (3.966, -1.192, -1.739)  0.153
H (0.564, -3.225, 0.258)  0.063
H (0.434, -1.749, -3.235)  0.028
O (0.902, -3.313, 2.581)  0.112
C (0.786, -2.595, 3.533)  -0.477
C (-0.469, -1.841, 3.906)  -0.073
C (0.056, -0.824, 4.896)  -0.158
C (1.242, -1.539, 5.506)  -0.139
O (1.759, -2.374, 4.447)  0.045
H (-1.179, -2.530, 4.368)  0.135
H (-0.909, -1.364, 3.033)  0.110
H (-0.681, -0.510, 5.634)  0.124
H (0.398, 0.064, 4.360)  0.109
H (0.959, -2.177, 6.347)  0.132
H (2.011, -0.847, 5.836)  0.099
O (2.474, 0.948, 7.810)  0.124
C (2.656, 1.736, 6.928)  -0.480
C (3.246, 3.122, 7.067)  -0.073
C (2.866, 3.767, 5.741)  -0.153
C (2.814, 2.573, 4.806)  -0.145
O (2.385, 1.471, 5.625)  0.002
H (4.328, 3.035, 7.184)  0.132
H (2.812, 3.646, 7.914)  0.127
H (3.557, 4.542, 5.412)  0.116
H (1.873, 4.216, 5.824)  0.122
H (3.793, 2.332, 4.384)  0.129
H (2.105, 2.719, 3.992)  0.124
O (-2.026, 3.568, 4.927)  0.116
C (-2.110, 2.910, 3.931)  -0.484
C (-3.378, 2.322, 3.345)  -0.066
C (-2.828, 1.301, 2.362)  -0.148
C (-1.500, 1.908, 1.968)  -0.146
O (-1.046, 2.620, 3.135)  0.014
H (-3.937, 3.113, 2.842)  0.121
H (-3.985, 1.858, 4.118)  0.128
H (-3.483, 1.114, 1.511)  0.105
H (-2.662, 0.351, 2.875)  0.109
H (-1.596, 2.617, 1.142)  0.130
H (-0.770, 1.146, 1.696)  0.112
O (0.848, -0.714, -4.367)  0.111
C (1.306, -0.336, -5.412)  -0.428
C (0.525, 0.210, -6.583)  -0.062
C (1.547, 0.138, -7.708)  -0.152
C (2.856, 0.295, -6.958)  -0.144
O (2.625, -0.310, -5.672)  0.053
H (0.229, 1.238, -6.363)  0.138
H (-0.350, -0.402, -6.788)  0.132
H (1.403, 0.887, -8.485)  0.120
H (1.505, -0.846, -8.179)  0.123
H (3.126, 1.342, -6.805)  0.131
H (3.680, -0.211, -7.455)  0.128
O (3.781, -6.237, -3.002)  0.130
C (4.914, -6.007, -3.305)  -0.479
C (5.944, -7.020, -3.755)  -0.072
C (7.246, -6.243, -3.612)  -0.158
C (6.792, -4.812, -3.838)  -0.155
O (5.449, -4.756, -3.329)  0.005
H (5.743, -7.291, -4.793)  0.133
H (5.926, -7.902, -3.120)  0.128
H (8.028, -6.560, -4.300)  0.117
H (7.629, -6.353, -2.595)  0.120
H (6.773, -4.545, -4.898)  0.126
H (7.412, -4.093, -3.305)  0.126
O (-5.018, 2.455, -0.713)  0.098
C (-4.606, 1.574, -1.419)  -0.485
C (-5.297, 1.002, -2.639)  -0.075
C (-4.530, -0.297, -2.863)  -0.148
C (-3.161, 0.041, -2.310)  -0.148
O (-3.409, 0.978, -1.239)  0.024
H (-5.176, 1.697, -3.472)  0.130
H (-6.351, 0.823, -2.440)  0.124
H (-4.506, -0.622, -3.902)  0.118
H (-4.982, -1.095, -2.271)  0.125
H (-2.519, 0.525, -3.053)  0.130
H (-2.648, -0.836, -1.917)  0.071
O (-8.055, 7.786, 2.159)  0.119
C (-7.536, 6.750, 1.863)  -0.489
C (-6.366, 6.569, 0.920)  -0.077
C (-6.413, 5.074, 0.632)  -0.167
C (-7.023, 4.521, 1.905)  -0.155
O (-7.909, 5.551, 2.378)  0.026
H (-5.448, 6.856, 1.436)  0.131
H (-6.497, 7.161, 0.018)  0.124
H (-5.445, 4.639, 0.396)  0.094
H (-7.080, 4.884, -0.211)  0.121
H (-6.273, 4.328, 2.677)  0.118
H (-7.588, 3.608, 1.728)  0.126

---

> Look up the LUMO of the third one.

-9.1 eV